Entry 1:
Below is the ion C4H11BO3P with charge -1 in a non-equilibrium geometry, with properties calculated with the ωB97M-V functional and the def2-TZVPD basis.

Properties
DFT total energy = -751.04869 Eh
HOMO energy = -0.1355 Ha
Net charge = -1

Each line ends with the Löwdin charge.
Cartesian coordinates (Å):
C1 0.442 2.461 0.011  -0.0979
C2 -0.640 1.721 0.336  -0.1556
B1 -1.132 0.348 -0.394  -0.6865
C3 -2.062 -0.582 0.597  -0.1233
C4 0.117 -0.485 -1.086  -0.2299
P1 1.383 -1.036 0.031  0.4209
O1 1.456 -0.451 1.390  -0.3116
O2 1.214 -2.641 0.186  -0.1626
O3 2.815 -0.841 -0.706  -0.1654
H1 0.786 2.595 -1.010  0.0316
H2 0.975 2.987 0.802  0.0234
H3 -1.210 2.053 1.210  0.0619
H4 -1.859 0.693 -1.338  0.0741
H5 -2.770 -1.138 -0.029  0.0240
H6 -2.683 0.010 1.274  0.0267
H7 -1.504 -1.335 1.165  0.0228
H8 0.540 0.101 -1.900  0.0618
H9 -0.285 -1.389 -1.553  0.0663
H10 1.085 -2.783 1.128  0.0604
H11 3.334 -0.289 -0.115  0.0590

Atomic forces in eV per Å
-0.75 0.17 0.66
0.43 -0.17 -0.70
-0.87 0.85 -0.16
0.03 -0.14 -0.54
0.02 -0.45 -0.21
-0.41 0.76 0.43
0.13 -0.07 0.10
0.04 -0.08 -0.48
-0.08 -0.29 -0.30
0.63 -0.85 0.05
-0.33 0.82 -0.32
0.61 -0.49 0.63
0.00 -0.12 -0.13
-0.01 -0.15 0.04
0.11 0.03 0.19
0.02 0.12 0.26
0.28 0.09 0.13
-0.03 -0.04 0.00
0.03 -0.08 0.20
0.15 0.07 0.14

Entry 2:
Below is a structure of composition C4H11BaO3, with properties calculated with the ωB97M-V functional and the def2-TZVPD basis.

Properties
DFT total energy = -410.05955 Eh
HOMO energy = -0.0673 Ha
Net charge = -1

Each line ends with the Löwdin charge.
Cartesian coordinates (Å):
C1 -1.715 1.084 -0.099  -0.0932
O1 -0.420 0.491 -0.312  -0.4997
C2 -0.331 -0.854 0.129  -0.2256
C3 1.008 -1.394 -0.299  -0.2247
O2 2.000 -0.483 0.147  -0.4910
C4 3.329 -0.944 -0.037  -0.1577
Ba1 1.644 2.132 -0.115  0.6246
H1 -1.653 2.117 -0.462  0.0636
H2 -2.475 0.528 -0.667  0.1037
H3 -1.949 1.086 0.977  0.0987
H4 -1.132 -1.462 -0.318  0.1389
H5 -0.437 -0.891 1.226  0.1359
H6 1.063 -1.492 -1.395  0.1326
H7 1.170 -2.386 0.152  0.1339
H8 4.001 -0.150 0.308  0.0436
H9 3.497 -1.855 0.555  0.0916
H10 3.523 -1.153 -1.100  0.0886
O3 -5.531 2.479 0.312  -0.7114
H11 -5.592 3.148 0.999  -0.2524

Atomic forces in eV per Å
-0.28 0.00 0.12
0.04 -0.25 -0.07
-0.26 0.00 0.15
-0.03 -0.22 -0.18
0.02 -0.15 0.10
0.29 -0.28 -0.09
0.20 0.67 -0.03
-0.19 -0.30 0.09
0.13 0.30 0.25
-0.11 0.02 -0.39
0.11 0.15 0.08
0.02 -0.01 -0.23
-0.01 0.03 0.23
0.00 0.17 -0.07
-0.12 -0.21 -0.10
-0.03 0.14 -0.06
0.00 0.08 0.22
0.22 -0.25 -0.15
0.00 0.12 0.12

Entry 3:
Below is a structure of composition C4H11BrCuNO in a non-equilibrium geometry, with properties calculated with the ωB97M-V functional and the def2-TZVPD basis.

Properties
<S²> = 0.76
DFT total energy = -4503.11439 Eh
HOMO energy (alpha / beta) = -0.4862 / -0.4690 Ha
2S+1 = 2
Net charge = +1

Each line ends with the Löwdin charge.
Cartesian coordinates (Å):
Cu1 -2.901 -1.108 19.680  0.3848
Br1 -2.835 -3.634 19.094  -0.0737
C1 1.696 -1.687 17.211  -0.0288
C2 1.805 -3.041 17.934  -0.3247
C3 3.179 -3.198 18.571  -0.2172
O1 3.431 -2.086 19.380  -0.1480
C4 4.699 -2.080 19.956  -0.0900
N1 0.786 -3.097 19.033  0.2960
H1 2.659 -1.528 16.726  0.0981
H2 1.574 -0.890 17.948  0.0870
H3 0.801 -1.606 16.594  0.0888
H4 1.657 -3.835 17.195  0.1785
H5 3.919 -3.306 17.764  0.1470
H6 3.265 -4.124 19.153  0.1374
H7 4.746 -1.479 20.869  0.1021
H8 5.453 -1.703 19.249  0.1076
H9 5.038 -3.061 20.332  0.1010
H10 -0.139 -3.109 18.614  0.0152
H11 0.937 -4.036 19.411  0.1387

Atomic forces in eV per Å
-0.09 -1.65 -0.35
0.49 1.76 0.26
-0.10 0.04 0.81
0.18 2.38 1.29
0.30 -0.49 -0.34
-1.05 -0.02 -0.01
1.70 -0.24 0.78
1.49 -2.70 -3.03
-0.44 0.20 -0.53
0.30 -0.11 0.09
0.38 -0.28 -0.49
-0.39 -0.47 0.25
0.05 0.17 0.03
-0.22 -0.08 0.09
-0.51 0.37 -0.43
-0.17 -0.08 0.10
-0.34 -0.07 -0.51
-1.37 0.91 0.57
-0.20 0.35 1.42

Entry 4:
Below is a structure of composition C4H11BrMgNO in a non-equilibrium geometry, with properties calculated with the ωB97M-V functional and the def2-TZVPD basis.

Properties
DFT total energy = -3062.80436 Eh
HOMO energy = -0.4209 Ha
Net charge = +1

Each line ends with the Löwdin charge.
Cartesian coordinates (Å):
Mg1 -5.850 14.468 1.170  1.0489
Br1 -5.921 12.460 -0.375  0.0856
C1 -7.307 8.493 -0.572  -0.0589
C2 -8.416 9.317 -1.244  -0.4279
C3 -9.370 9.925 -0.200  -0.2257
O1 -10.277 10.741 -0.894  -0.1987
C4 -11.414 11.088 -0.138  -0.1055
N1 -7.809 10.327 -2.115  0.0382
H1 -7.826 7.814 0.117  0.0796
H2 -6.582 9.099 -0.034  0.0619
H3 -6.852 7.773 -1.250  0.0807
H4 -9.033 8.642 -1.841  0.1429
H5 -8.759 10.517 0.503  0.1174
H6 -9.888 9.149 0.373  0.1273
H7 -12.104 11.630 -0.781  0.0904
H8 -11.114 11.715 0.709  0.0847
H9 -11.972 10.228 0.247  0.0909
H10 -8.574 10.931 -2.412  0.0724
H11 -7.178 10.893 -1.548  -0.1042

Atomic forces in eV per Å
-0.03 -1.77 -1.38
0.22 2.04 1.60
-1.46 -0.81 0.04
0.63 -0.19 0.40
0.73 -0.01 -0.24
-0.38 -0.14 -0.05
-0.08 0.21 0.10
-0.60 -0.14 0.17
0.26 0.26 0.42
0.12 0.01 -0.03
0.39 0.53 -0.30
0.10 0.06 -0.28
-0.16 0.09 0.11
-0.01 -0.07 -0.08
0.17 0.16 -0.04
-0.17 0.06 0.06
0.26 -0.20 -0.01
0.28 0.14 -0.16
-0.26 -0.24 -0.33